Here is a structure of composition C3H6BrI from the OMol25 dataset. Energies are from ωB97M-V with the def2-TZVPD basis set.

Positions of all 11 atoms, in Å:
C: -0.312 -0.117 -1.260
C: -0.312 -0.117 1.260
C: 0.457 0.204 0.000
Br: 0.897 2.132 0.000
I: 2.345 -0.913 0.000
H: 0.259 0.135 -2.153
H: -0.553 -1.180 -1.291
H: -1.243 0.451 -1.278
H: 0.259 0.135 2.153
H: -0.553 -1.180 1.291
H: -1.243 0.451 1.278

Summary:
* multiplicity: 1
* molecular weight: 248.889 g mol⁻¹
* highest occupied orbital energy: -0.347 hartree
* total energy: -2989.61524 a.u.
* frontier orbital gap: 9.638 eV